{
  "formula": "C4H7NO",
  "method": "ωB97M-V/def2-TZVPD",
  "elements": ["C", "N", "C", "C", "C", "O", "H", "H", "H", "H", "H", "H", "H"],
  "positions_angstrom": [[1.5963, 0.4173, 0.1257], [0.2303, 0.1019, -0.4076], [-0.3465, 1.2341, -0.7159], [-0.3492, -1.1076, -0.0972], [-1.6484, -1.1859, 0.4901], [-2.1806, -2.2080, 0.9048], [2.1041, 1.1879, -0.4654], [2.1916, -0.4817, 0.1994], [1.4141, 0.8325, 1.1256], [-1.3993, 1.3833, -0.5698], [0.2972, 2.0381, -1.0370], [0.2504, -2.0081, -0.1857], [-2.1600, -0.2038, 0.6331]],
  "atomic_forces_ev_per_a": [[0.27, -0.40, -0.09], [-0.02, 0.64, 0.60], [-0.35, 0.12, -0.14], [0.02, 0.05, 0.27], [0.06, 0.02, -0.07], [0.10, 0.21, -0.25], [-0.21, -0.38, -0.08], [0.11, -0.15, -0.09], [0.21, -0.32, -0.26], [-0.33, -0.21, -0.73], [-0.12, 0.19, 0.51], [0.21, 0.39, 0.29], [0.04, -0.14, 0.02]],
  "charge": 0,
  "de_lowest_kcal_mol": 83.3,
  "multiplicity": 1,
  "mol_weight_g_mol": 85.106,
  "e_homo_ev": [-7.678, -7.585],
  "orbital_gap_ev": [7.43, 7.18]
}